{"formula": "C34H56MnN2O2P3", "method": "ωB97M-V/def2-TZVPD", "total_energy_ha": -3763.24861, "e_lumo_ha": [-0.37836, -0.47622], "total_charge": 3, "homo_ev": [-17.053, -17.079], "spin_multiplicity": 4, "s2": 3.883, "elements": ["C", "C", "C", "C", "C", "H", "H", "H", "N", "P", "P", "C", "H", "H", "C", "O", "C", "H", "C", "C", "C", "C", "C", "H", "H", "H", "C", "H", "H", "H", "C", "H", "H", "H", "C", "H", "H", "H", "C", "H", "H", "H", "C", "H", "H", "H", "C", "H", "H", "H", "C", "H", "H", "H", "C", "H", "H", "H", "C", "H", "H", "H", "C", "H", "H", "H", "C", "H", "H", "H", "Mn", "N", "C", "C", "C", "C", "C", "H", "C", "H", "C", "H", "H", "H", "C", "P", "C", "C", "O", "H", "H", "H", "H", "H", "H", "H", "H", "H"], "xyz": [[-1.98532, -1.70924, -0.98616], [0.10335, -1.40957, -2.00027], [-2.27103, -2.75695, -1.85720], [-0.16258, -2.38793, -2.94758], [-1.36812, -3.08715, -2.86270], [-3.21308, -3.28188, -1.72515], [0.58940, -2.59121, -3.71315], [-1.59156, -3.87403, -3.57808], [-0.75882, -1.13923, -0.98160], [-2.55384, 0.59086, 0.46075], [2.10004, -0.44492, -0.26395], [-3.01759, -1.14628, -0.03006], [-4.01911, -1.17883, -0.48717], [-3.07938, -1.77226, 0.87477], [0.11137, 1.59693, 1.50990], [0.28557, 2.34827, 2.40928], [1.31649, -0.51362, -2.01894], [2.04887, -0.82780, -2.77092], [3.59726, 0.72330, -0.55942], [2.76111, -2.19088, 0.03622], [-3.35303, 1.68747, -0.87680], [-3.43420, 0.74629, 2.13200], [3.18841, 2.10445, -0.00744], [2.82793, 2.03521, 1.02780], [4.07800, 2.75361, -0.01322], [2.40637, 2.57531, -0.61557], [4.85026, 0.27450, 0.20161], [4.66686, 0.18634, 1.27751], [5.26265, -0.66058, -0.19354], [5.62179, 1.04705, 0.06891], [3.98404, 0.86775, -2.04323], [4.80952, 1.59457, -2.10140], [4.35067, -0.06808, -2.47997], [3.16932, 1.25835, -2.66363], [3.49886, -2.22214, 1.39412], [2.98576, -1.57703, 2.12075], [3.48410, -3.24806, 1.79486], [4.54999, -1.92894, 1.31974], [1.58368, -3.17703, 0.17972], [0.96174, -2.91566, 1.04842], [0.95885, -3.21348, -0.71908], [2.00146, -4.18540, 0.33642], [3.66406, -2.59415, -1.14918], [3.74978, -1.84265, -1.94388], [4.67891, -2.81814, -0.79515], [3.27607, -3.50666, -1.62264], [-3.25009, 2.16437, 2.70336], [-3.63029, 2.15982, 3.73672], [-2.19742, 2.47680, 2.73529], [-3.82770, 2.91044, 2.14251], [-2.76213, -0.27143, 3.07231], [-3.08193, -1.29943, 2.85620], [-1.66590, -0.23875, 3.00502], [-3.03856, -0.05007, 4.11704], [-4.94052, 0.42858, 2.06550], [-5.28490, 0.22886, 3.09129], [-5.52482, 1.27691, 1.69088], [-5.17917, -0.45927, 1.46529], [-2.71849, 1.37035, -2.24847], [-3.35805, 1.79964, -3.03727], [-1.71914, 1.82379, -2.33500], [-2.62431, 0.29006, -2.43489], [-3.04599, 3.15805, -0.55326], [-1.96191, 3.32670, -0.47472], [-3.42312, 3.77259, -1.38397], [-3.52687, 3.50735, 0.36819], [-4.86672, 1.45473, -0.99123], [-5.11693, 0.39772, -1.14210], [-5.42760, 1.84244, -0.13691], [-5.21878, 2.00008, -1.87864], [-0.20452, 0.52006, 0.17030], [0.27923, 1.56754, -1.23902], [0.79320, 0.93689, -2.24310], [0.84671, 1.55014, -3.58152], [0.70916, 2.94543, -3.65622], [1.01723, 0.78007, -4.75003], [0.85533, 3.58591, -4.88811], [0.50871, 3.50296, -2.73427], [1.13318, 1.42609, -5.97890], [1.04366, -0.31311, -4.68539], [1.08192, 2.82507, -6.04589], [0.80129, 4.67381, -4.94085], [1.27413, 0.83079, -6.88282], [1.19797, 3.32376, -7.00696], [-0.68327, -2.41898, 5.04393], [0.61189, -1.42625, 4.26775], [0.53579, 0.20531, 5.04720], [2.17677, -2.16248, 4.79170], [0.45843, -1.33406, 2.76791], [-0.83225, -3.33131, 4.45435], [-1.62351, -1.85752, 5.09688], [-0.36085, -2.69151, 6.05651], [0.67609, 0.09671, 6.13019], [1.32543, 0.84324, 4.63291], [-0.43770, 0.67391, 4.84792], [2.35539, -3.08481, 4.22623], [2.99661, -1.45348, 4.61789], [2.14045, -2.40498, 5.86258]], "forces_ev_per_angstrom": [[0.2244, -0.0935, 0.4427], [-0.2787, -0.3379, 0.3728], [-0.0432, 0.0434, -0.0906], [0.2304, 0.4543, 0.1252], [0.0682, -0.0643, 0.2988], [0.0990, 0.1053, -0.2949], [-0.3782, -0.0377, 0.1414], [-0.0094, 0.0852, 0.1538], [-0.1063, 0.8548, -1.0196], [-1.6065, -0.1674, -0.0652], [-0.0380, 0.1029, -1.2672], [0.4236, -0.2824, -0.1057], [0.4076, 0.0511, 0.1048], [0.1264, 0.2427, -0.2454], [1.7253, 6.3714, 7.3285], [-0.7940, -3.8573, -4.5632], [0.0441, 0.3426, 0.1322], [-0.2675, 0.0778, 0.0940], [-0.2613, 0.4182, 0.1891], [-0.4232, -0.1794, 0.3997], [0.2459, 0.0547, -0.0018], [0.1445, 0.2609, 0.1596], [0.0977, 0.1014, -0.0084], [0.1673, 0.0480, -0.1953], [-0.3483, -0.1179, -0.0026], [0.2043, -0.0084, 0.1717], [0.1365, -0.0423, 0.1033], [0.0940, -0.0078, -0.2287], [-0.1035, 0.2223, 0.1743], [-0.2414, -0.1605, -0.0123], [0.0893, 0.0159, 0.0303], [-0.2568, -0.2028, 0.0193], [-0.0686, 0.2533, 0.0538], [0.1963, 0.0003, 0.0675], [0.2005, 0.0914, 0.2273], [0.1571, -0.2258, -0.0804], [-0.0823, 0.3040, -0.2174], [-0.3715, -0.0806, 0.0466], [-0.2415, 0.0328, -0.0011], [0.1512, -0.0708, -0.2234], [0.1700, -0.1531, 0.2425], [-0.1139, 0.3730, -0.0606], [0.1475, -0.2571, -0.2200], [0.0397, -0.2212, 0.2606], [-0.2510, 0.0802, -0.1449], [0.0921, 0.2238, 0.1261], [-0.0134, 0.0370, 0.0684], [0.1148, 0.0650, -0.3083], [-0.2966, -0.0362, 0.0280], [0.1890, -0.2500, 0.2864], [0.2317, -0.0623, 0.0047], [0.0909, 0.2262, 0.1269], [-0.2096, -0.0579, 0.0130], [-0.0357, -0.0223, -0.4124], [-0.1263, 0.0448, -0.0760], [0.1229, 0.0493, -0.2612], [0.1699, -0.3115, 0.1588], [0.0500, 0.1875, 0.1654], [0.2113, -0.0903, -0.0895], [0.2326, -0.1704, 0.2891], [-0.5103, -0.1541, 0.0415], [-0.1395, 0.2556, -0.1004], [-0.0465, 0.1175, 0.0176], [-0.2291, 0.0189, 0.0052], [0.0995, -0.0996, 0.2331], [0.1420, -0.0792, -0.4002], [-0.1049, 0.0761, 0.0135], [-0.0555, 0.2615, 0.0255], [0.1769, -0.1251, -0.2342], [0.0798, -0.1373, 0.2241], [-0.2661, -4.3027, -1.4463], [0.4639, -0.2142, -1.8130], [0.3372, -0.8463, 1.2866], [-0.0233, -0.6566, 0.3627], [-0.0072, 2.0950, -1.1903], [0.0701, -0.0689, -1.1835], [-0.2052, 0.1432, 1.5742], [0.1533, -0.1570, -0.4461], [0.0265, -2.1795, 0.9240], [0.0543, 0.5371, -0.1317], [-0.0690, 1.0341, -0.1668], [-0.0029, -0.3265, -0.0565], [-0.0331, 0.2505, 0.2223], [-0.0209, -0.0776, 0.1596], [0.1367, 0.0140, -0.0101], [-0.1243, 0.0973, 0.3174], [0.0150, -0.1549, 0.0316], [-0.0196, 0.0529, 0.0208], [-0.0169, 0.3976, -0.6109], [0.0201, 0.1527, 0.1579], [0.2153, -0.1649, -0.0056], [-0.2084, 0.0375, -0.1798], [-0.0358, 0.1622, -0.2094], [-0.1034, -0.1267, 0.1676], [0.2349, -0.1507, 0.1153], [-0.0235, 0.1884, 0.1310], [-0.1439, -0.2193, 0.0159], [0.0344, 0.0970, -0.2733]]}

{"formula": "C9H14", "method": "ωB97M-V/def2-TZVPD", "total_energy_ha": -351.28608, "e_lumo_ha": 0.03313, "total_charge": 0, "smiles": "Cc1ccccc1.CC", "homo_ev": -8.852, "spin_multiplicity": 1, "elements": ["C", "C", "H", "H", "H", "H", "H", "H", "C", "C", "C", "C", "C", "C", "C", "H", "H", "H", "H", "H", "H", "H", "H"], "xyz": [[3.66286, -1.35040, 1.25625], [2.71769, -1.13825, 2.43707], [4.18922, -2.31972, 1.30930], [3.13213, -1.56027, 0.32085], [4.47332, -0.63755, 1.10921], [1.81395, -1.59718, 2.03071], [2.54408, -0.15711, 2.87595], [2.81965, -1.71142, 3.37728], [-2.29447, 0.09575, 0.99997], [-1.12083, 1.26669, -2.89563], [-0.40489, 1.70125, -1.76486], [-2.23389, 0.42770, -2.73519], [-0.93950, 1.48940, -0.51817], [-2.71961, 0.12820, -1.47227], [-2.04772, 0.64639, -0.35480], [-0.53973, 1.34283, -3.80414], [0.53731, 2.21135, -1.89545], [-2.77203, 0.22135, -3.65620], [-0.39270, 1.60537, 0.41700], [-3.48309, -0.62607, -1.37151], [-3.02886, -0.69713, 1.12528], [-2.55891, 0.87840, 1.72389], [-1.35397, -0.21959, 1.48544]], "forces_ev_per_angstrom": [[1.1741, -1.1731, -0.0188], [-0.9761, -1.1101, 0.4233], [-0.0205, 0.2273, 0.6237], [-0.1815, 0.9378, 0.0953], [-0.3075, 0.2892, -0.0158], [-0.6510, 0.6825, 0.4678], [-0.0300, 0.4173, -0.9550], [0.9770, -0.2629, -0.6274], [0.3019, 0.5587, 1.9525], [1.1874, -0.8840, 1.1816], [-0.8456, 0.3962, -0.6351], [0.1091, 1.7628, -0.9329], [-0.1012, -1.4620, 0.8177], [0.8599, 0.2525, 0.2120], [-0.0998, -0.7849, -0.8523], [-0.7222, 0.1969, -0.5461], [0.0816, 0.0870, 0.0421], [0.0031, -0.7275, 0.2481], [0.1848, 0.7440, -0.3480], [-0.3279, 0.1119, 0.1821], [0.0016, -0.0094, -0.4478], [-0.4562, 0.1392, -0.2938], [-0.1609, -0.3896, -0.5731]]}